[1]
Density functional theory data (ωB97M-V with the def2-TZVPD basis set) for C14H15N2O2SSe3TeW as an isolated structure at a distorted geometry.

The calculation puts the total energy at -237801.94779 eV. The multiplicity is 1. The total charge is +3.

Each line ends with the Mulliken charge.
Atoms and positions in Å:
W: 1.9383 0.1116 -0.3808  1.355
C: 3.1204 -2.7006 -1.5443  -1.670
C: 2.0667 -1.6359 -1.5805  0.619
O: 3.3791 -0.6154 0.5003  -0.438
C: 0.6081 -2.0061 -1.6896  0.329
C: 0.0810 -3.2792 -1.8827  -0.842
C: -1.2919 -3.4731 -1.9044  -0.834
C: -2.1673 -2.4001 -1.7516  -0.564
C: -1.6778 -1.1176 -1.5573  -0.730
C: -0.3125 -0.9537 -1.5205  1.063
O: 0.2968 0.2242 -1.2215  -0.494
H: 4.1143 -2.2884 -1.3827  0.374
H: 3.1137 -3.2612 -2.4794  0.513
H: 2.9076 -3.3924 -0.7259  0.407
H: 0.7421 -4.1242 -2.0316  0.495
H: -1.6833 -4.4695 -2.0573  0.463
H: -3.2359 -2.5647 -1.7874  0.472
H: -2.3386 -0.2669 -1.4502  0.577
Se: 2.4333 -0.2301 -3.0196  0.342
Se: 4.2983 0.8134 -2.0633  0.093
Te: 3.4105 2.4199 -0.2526  0.222
Se: 3.5250 0.7507 1.7382  0.306
C: -3.4888 1.5330 3.0672  -1.401
C: -2.1926 1.6174 2.3361  0.746
C: -1.6855 2.7349 1.7241  -0.935
C: -0.4527 2.6769 1.0771  0.831
N: 0.2737 1.5406 1.0621  0.065
C: -0.2411 0.4485 1.6198  0.268
S: 0.6652 -1.0051 1.5000  -0.265
N: -1.4366 0.4919 2.2423  0.033
C: 0.0807 3.9074 0.4211  -1.431
H: -4.0264 2.4750 3.0119  0.388
H: -3.3118 1.2936 4.1188  0.388
H: -4.1144 0.7402 2.6513  0.411
H: -2.2450 3.6593 1.7435  0.502
H: -1.7791 -0.3654 2.6725  0.350
H: -0.7332 4.5129 0.0268  0.466
H: 0.7615 3.6756 -0.3940  0.186
H: 0.5981 4.5222 1.1638  0.340

=====

[2]
Density functional theory data (ωB97M-V with the def2-TZVPD basis set) for C49H67AsNO3P3PtSSeSi as an isolated structure.

Its expectation value of S² is 2.01. The calculation puts the total energy at -235550.53808 eV. The multiplicity is 3. The total charge is 0.

Each line ends with the Mulliken charge.
Atoms and positions in Å:
Pt: -0.4284 -0.6879 0.2587  1.837
C: 3.1233 -0.9452 1.1165  -1.326
P: 1.7294 0.0454 0.4696  1.080
C: 2.5131 0.8332 -0.9758  -1.137
C: 1.6993 1.3554 1.7817  0.298
C: 2.7644 2.2376 1.9857  -0.996
C: 2.7548 3.1324 3.0432  -0.844
C: 1.6787 3.1516 3.9268  -0.910
C: 0.6190 2.2793 3.7337  -0.739
C: 0.6140 1.3836 2.6595  0.374
P: -0.7766 0.2182 2.3541  0.961
C: -0.7551 -0.8092 3.8542  -1.470
C: -2.2817 1.2080 2.5775  -1.020
H: 3.9075 -0.2745 1.4716  0.718
H: 3.5403 -1.5852 0.3418  0.388
H: 2.7818 -1.5664 1.9474  0.214
H: 3.3820 1.4433 -0.7149  0.490
H: 1.7811 1.4484 -1.4974  0.004
H: 2.8345 0.0274 -1.6395  0.453
H: 3.6166 2.2292 1.3146  0.312
H: 3.5848 3.8151 3.1796  0.456
H: 1.6668 3.8465 4.7590  0.420
H: -0.2205 2.3038 4.4217  0.312
H: -0.8248 -0.1909 4.7537  0.447
H: 0.1671 -1.3911 3.8823  0.353
H: -1.5997 -1.4999 3.8252  0.440
H: -2.3289 1.6732 3.5646  0.497
H: -3.1458 0.5526 2.4419  0.376
H: -2.3180 1.9706 1.8008  -0.002
C: -3.8024 6.4808 -1.3273  -1.548
C: -3.6604 5.2521 -0.4439  1.779
C: -4.6800 5.2793 0.6759  -1.778
C: -3.7818 3.9673 -1.2534  -1.398
O: -2.3660 5.2850 0.2087  -0.028
Si: -0.8717 4.8869 -0.3017  -1.569
S: -0.6626 2.7637 -0.3747  -0.401
O: 0.2236 5.4114 0.7825  0.558
C: 0.2996 6.6847 1.4701  1.738
C: -0.6437 6.6390 2.6622  -1.355
C: 1.7445 6.8160 1.9201  -1.551
C: -0.0628 7.8214 0.5159  -1.404
O: -0.6788 5.5135 -1.7979  0.646
C: 0.3058 5.3301 -2.8359  1.908
C: 1.6802 5.0688 -2.2274  -1.238
C: 0.3019 6.6312 -3.6145  -1.832
C: -0.1319 4.1766 -3.7217  -1.589
H: -4.7478 6.4364 -1.8741  0.497
H: -2.9841 6.5379 -2.0470  0.056
H: -3.7998 7.3910 -0.7205  0.343
H: -5.6945 5.2959 0.2696  0.414
H: -4.5351 6.1710 1.2913  0.365
H: -4.5746 4.3944 1.3091  0.345
H: -4.7885 3.8725 -1.6654  0.551
H: -3.5837 3.0903 -0.6315  0.270
H: -3.0734 3.9656 -2.0924  0.152
H: -0.3633 5.8155 3.3240  0.184
H: -1.6740 6.4860 2.3314  0.095
H: -0.5905 7.5756 3.2255  0.450
H: 1.9802 6.0758 2.6893  0.171
H: 1.9273 7.8135 2.3297  0.432
H: 2.4163 6.6584 1.0708  0.319
H: -1.0950 7.7332 0.1611  0.150
H: 0.6030 7.8201 -0.3535  0.200
H: 0.0425 8.7794 1.0301  0.581
H: 1.9878 5.9120 -1.6013  0.160
H: 2.4167 4.9396 -3.0240  0.577
H: 1.6816 4.1629 -1.6073  0.148
H: 0.6202 7.4589 -2.9756  0.346
H: -0.7047 6.8442 -3.9825  0.335
H: 0.9809 6.5694 -4.4697  0.411
H: -0.2120 3.2510 -3.1451  0.241
H: 0.5909 4.0164 -4.5264  0.484
H: -1.1070 4.3926 -4.1665  0.317
Se: -5.3237 -0.6025 0.0140  -0.238
C: -3.5587 -0.4314 -0.2476  -0.142
N: -2.4116 -0.2659 -0.4128  -0.499
C: -0.5897 -4.1534 0.4965  -1.531
C: -0.5041 -5.5992 0.0234  -1.044
As: -0.1547 -6.7948 1.5512  0.284
C: 0.6281 -8.2745 0.5460  0.216
C: 0.2036 -8.5750 -0.7458  -0.108
C: 0.7402 -9.6621 -1.4309  -0.699
C: 1.7048 -10.4573 -0.8299  -0.404
C: 2.1285 -10.1681 0.4634  -0.614
C: 1.5916 -9.0853 1.1476  -0.308
C: 1.5047 -5.9177 2.0953  -0.170
C: 2.5855 -5.7666 1.2252  0.208
C: 3.7090 -5.0516 1.6195  -0.711
C: 3.7643 -4.4766 2.8871  -0.488
C: 2.6925 -4.6204 3.7575  -0.589
C: 1.5672 -5.3407 3.3607  -0.369
P: -0.5494 -2.8255 -0.7774  0.268
C: 0.8253 -3.4295 -1.8405  -0.029
C: 0.6775 -3.9858 -3.1080  -0.555
C: 1.7800 -4.4760 -3.8010  -0.860
C: 3.0439 -4.4362 -3.2297  -0.822
C: 3.1990 -3.9137 -1.9511  -0.763
C: 2.0952 -3.4166 -1.2707  0.507
C: -2.0392 -3.0670 -1.7887  0.606
C: -2.1547 -2.3708 -2.9945  -0.393
C: -3.3214 -2.4349 -3.7382  -0.759
C: -4.4005 -3.1828 -3.2788  -0.491
C: -4.3099 -3.8475 -2.0685  -0.841
C: -3.1339 -3.7893 -1.3272  -0.691
H: 0.2681 -3.9138 1.1253  0.501
H: -1.4715 -3.9700 1.1152  0.898
H: 0.3122 -5.7316 -0.6872  0.433
H: -1.4235 -5.9194 -0.4630  0.765
H: -0.5445 -7.9624 -1.2343  0.308
H: 0.4038 -9.8815 -2.4374  0.383
H: 2.1259 -11.3000 -1.3654  0.371
H: 2.8814 -10.7859 0.9389  0.374
H: 1.9372 -8.8658 2.1510  0.385
H: 2.5525 -6.2069 0.2340  0.453
H: 4.5449 -4.9440 0.9365  0.364
H: 4.6437 -3.9213 3.1941  0.443
H: 2.7310 -4.1776 4.7462  0.453
H: 0.7301 -5.4458 4.0408  0.351
H: -0.3030 -4.0447 -3.5624  0.446
H: 1.6453 -4.8980 -4.7898  0.460
H: 3.9000 -4.8198 -3.7716  0.408
H: 4.1780 -3.9025 -1.4815  0.428
H: 2.2026 -3.0456 -0.2631  0.270
H: -1.3353 -1.7459 -3.3376  0.535
H: -3.4004 -1.8792 -4.6651  0.411
H: -5.3196 -3.2180 -3.8499  0.393
H: -5.1621 -4.3904 -1.6803  0.389
H: -3.0980 -4.2832 -0.3634  0.288